Record 1
# C19H47ClF4GaO18P4

A structure of composition C19H47ClF4GaO18P4 in a non-equilibrium geometry (ωB97M-V/def2-TZVPD, the Open Molecules 2025 dataset).

XYZ file:
```
94
Properties=species:S:1:pos:R:3
Ga -1.29903 2.29055 2.27103
Cl 1.50578 1.88510 0.91688
P -3.64210 6.74867 -8.05849
P -0.83065 1.35759 -6.70381
P 4.25717 -3.12519 5.37479
P 3.38590 -9.16952 6.28594
F -2.90156 0.66591 -0.15267
F -4.74130 1.33814 -0.91147
F -1.53708 1.17721 5.01523
F -2.95488 2.17469 -1.64262
O 3.29103 -3.73582 6.49157
O 0.16053 2.47487 -6.17538
O 5.64737 -2.97109 5.79470
O 4.01256 -4.10031 4.15475
O -4.92416 7.61786 -7.73297
O 3.56071 -1.78592 4.93203
O 3.89966 -9.46755 7.76455
O -3.88863 5.64507 -8.97810
O -0.57835 -0.72630 4.95781
O -2.55579 7.80579 -8.55798
O -3.09769 6.35638 -6.63224
O -1.97316 2.23523 -7.38840
O 4.18451 -8.20358 5.54609
O 1.87071 -8.75831 6.46252
O -1.48489 0.79126 -5.38712
O 3.30154 -10.62078 5.65983
O -0.23816 0.34326 -7.56724
O -3.57760 2.69376 0.32788
C -0.97348 0.16539 4.34890
C -4.78298 8.84194 -7.00628
C 4.14597 -8.32933 8.60034
C 1.19121 2.92277 -7.06268
C 4.83364 -5.27391 4.06484
C -2.17058 5.25899 -6.54957
C -3.53467 1.73429 -0.52812
C 4.47562 -11.13453 5.01782
C 1.02422 -9.51346 7.33363
C -3.03342 1.53085 -8.04358
C 2.13781 -1.76604 4.69491
C -0.11355 2.65679 0.62113
C 0.12281 4.16201 0.38988
C -0.95024 0.31762 2.87220
C -2.27203 1.65817 -4.55322
C 3.31482 -3.10922 7.77407
C -2.72438 8.33130 -9.87740
C -1.05351 5.05205 0.78910
C -3.30956 2.33780 1.73920
H 3.48282 -7.49971 8.35099
H 4.06351 -3.59144 8.40280
H 5.18117 -8.01224 8.48758
H -2.71676 4.34521 -6.33805
H -2.13421 1.35968 -3.52264
H -0.97627 3.31232 3.46351
H 4.42170 -10.92414 3.95134
H -1.18988 5.13169 1.85880
H -2.77271 1.37147 -9.08837
H -1.95817 4.70549 0.29295
H 1.93439 -1.06118 3.89459
H 1.76350 -2.74765 4.40988
H -3.92872 2.14651 -7.98596
H 3.53816 -2.04436 7.69493
H 0.96845 4.44101 1.00978
H 0.99799 -9.03394 8.31234
H -3.32379 1.54608 -4.81852
H 0.38404 4.32723 -0.65448
H 0.00245 -0.02677 2.49544
H 3.96939 -8.62714 9.63174
H -1.72296 -0.31579 2.44622
H -1.47661 5.45925 -5.73594
H -3.74786 3.14165 2.31876
H -0.61193 2.23753 -0.24666
H 2.10030 2.35579 -6.87097
H 2.33152 -3.23026 8.22474
H -1.60862 5.13620 -7.47394
H -1.97773 2.70091 -4.66405
H -2.19065 7.70469 -10.59025
H 4.50168 -12.21101 5.17203
H 4.24237 -6.07313 3.62666
H 1.63106 -1.43210 5.59511
H -0.85124 6.05643 0.41487
H -4.71766 9.67206 -7.71050
H -3.22865 0.57021 -7.56470
H 1.36704 -10.54172 7.44195
H -3.83384 1.43450 2.04485
H -3.89971 8.83563 -6.36929
H 1.37581 3.97644 -6.86273
H -5.66737 8.97075 -6.38716
H -2.30483 9.33523 -9.89459
H 0.02196 -9.51403 6.91251
H -3.77811 8.38209 -10.15595
H 5.38323 -10.69394 5.42797
H 5.18345 -5.59560 5.04338
H 0.90322 2.80311 -8.10673
H 5.68889 -5.06343 3.42354
```

Calculated values
**Total charge**: -1
**Lowest unoccupied orbital energy**: 1.86 eV
**Orbital gap**: 7.15 eV
**HOMO energy**: -5.2944 eV

Here are the Mulliken charges for atoms 1 to 4, given in e: 0.380 -0.296 1.074 0.766



Record 2
# C19H48BN2O17

A cluster of 10 separate species, C19H48BN2O17 in total in a non-equilibrium geometry (ωB97M-V/def2-TZVPD, the Open Molecules 2025 dataset).

XYZ file:
```
87
Properties=species:S:1:pos:R:3
O -0.09678 1.97257 -8.04088
O 4.53532 -3.98645 -0.34710
O 2.81163 -2.43932 -0.35561
O -0.56851 -0.17293 -1.36382
O -6.20421 2.12599 3.26358
O 9.30107 -9.08928 5.46021
O 6.07090 -1.72334 -1.18655
O 1.63158 -0.76984 -1.59459
O -1.62956 1.02132 6.44761
O 5.52911 4.66854 -2.52579
O -7.79988 2.03847 -7.65414
O 0.27904 0.61131 1.22829
O 4.04132 -0.57892 -1.09618
O 2.24702 -0.23785 0.54994
O 7.91497 4.09535 1.27458
O -2.04901 7.04151 3.32241
O -6.56146 -2.26777 -1.91829
N -7.98779 0.65925 -5.81017
N -6.48527 2.06390 -6.02058
C -0.01308 7.28068 2.11355
C 0.57221 -0.31749 -0.93853
C 7.10841 -8.91203 4.35732
C 4.86441 -1.61293 -1.00525
C -8.20637 -4.00977 -2.05343
C -6.97185 -3.48542 -1.29647
C -5.82339 -4.46867 -1.45893
C -1.50921 7.50194 2.06955
C -2.17965 6.60402 0.91832
C -0.77531 1.13565 -7.14091
C -5.99729 1.08512 2.30640
C 0.97364 0.02564 0.41607
C 4.32661 5.17708 -3.07035
C 8.40867 2.74327 1.23178
C 8.76848 -7.11940 4.23401
C -7.48605 1.60562 -6.59420
C 8.26642 -8.24531 5.15904
C 4.01808 -2.85843 -0.50371
C -2.28792 -0.14396 6.55856
B 2.68350 -0.98135 -0.61931
H -5.47246 -4.59609 -2.48300
H 8.79801 2.43299 0.26213
H 7.79340 -7.89108 6.07495
H -1.07004 1.77668 -6.31005
H 7.63878 2.00032 1.44011
H 9.33927 -7.62693 3.45639
H 9.25754 2.60813 1.90205
H 7.47335 -9.46897 3.49433
H -8.93777 0.44038 -6.07425
H -3.36429 0.02771 6.56633
H -8.05708 -3.94719 -3.13134
H 0.61244 7.72555 2.88745
H -3.25341 6.54218 1.09532
H 3.90455 6.08635 -2.64235
H -1.79649 8.52548 1.82889
H -6.10799 1.58040 -5.21809
H -2.08088 -0.60894 7.52241
H -1.55205 1.27120 5.52395
H 5.56473 3.76522 -2.84882
H 6.37488 -8.24706 3.90144
H -6.30771 3.04974 -6.14975
H -4.95302 -4.02982 -0.97113
H -5.67014 -2.06559 -1.62453
H -7.31229 -3.22497 -0.29428
H -9.09637 -3.38048 -2.05101
H -0.28308 0.26901 -6.69962
H -6.09771 -5.45331 -1.08031
H 0.21743 6.22200 2.23260
H -2.06754 7.02990 -0.07875
H -8.53145 -5.03880 -1.90004
H -1.71741 0.71176 -7.48855
H -2.02646 -0.96405 5.88984
H -5.72202 1.47431 1.32616
H 0.43010 7.65040 1.18889
H -1.98276 6.08482 3.27813
H 7.99252 -6.44874 3.86492
H -5.34077 2.33514 3.62734
H 4.42790 5.51958 -4.10018
H 9.76431 -8.66816 6.18800
H 3.58588 4.38122 -2.99269
H -7.52334 0.20621 -5.03613
H -1.73458 5.61163 0.84636
H 0.22569 1.42318 -8.75906
H 9.42846 -6.57797 4.91178
H -7.03581 0.78081 2.17605
H 7.40473 4.05965 0.46219
H -5.41880 0.26813 2.73764
H 6.56000 -9.65856 4.93181
```

Calculated values
**Total charge**: -1
**Lowest unoccupied orbital energy**: 1.61 eV
**Orbital gap**: 8.76 eV
**HOMO energy**: -7.1493 eV

Here are the Mulliken charges for atoms 1 to 4, given in e: -0.488 -0.657 -0.511 -0.644



Record 3
# C19H49F2N7O13S2

A cluster of 8 separate species, C19H49F2N7O13S2 in total in a non-equilibrium geometry (ωB97M-V/def2-TZVPD, the Open Molecules 2025 dataset).

XYZ file:
```
92
Properties=species:S:1:pos:R:3
S 14.07935 -8.40195 10.98285
S 12.77187 -6.98405 9.46330
F 15.62522 -8.73635 11.29472
F 13.16793 -5.95785 8.31003
O 16.03499 -5.18767 12.02265
O 13.54105 -9.71604 10.70668
O 16.83529 -8.70883 5.52067
O 13.70659 -7.79293 12.21917
O 13.94039 -12.97362 9.27289
O 9.92674 -8.86292 10.89383
O 11.95093 -7.89439 8.74169
O 7.85320 -8.59736 10.00744
O 6.67522 -6.50229 5.51376
O 8.26622 -7.82338 12.01467
O 9.48303 -5.05540 13.77558
O 12.22038 -6.12209 10.45500
O 11.55151 -7.52783 14.36007
N 11.12071 -3.52682 13.14637
N 15.89476 -13.41976 10.58717
N 16.69084 -5.62968 9.86862
N 10.84067 -9.67738 13.63141
N 14.36081 -7.56938 9.70049
N 8.10152 -7.70955 4.15058
N 15.80724 -8.84340 7.61345
C 9.86613 -4.35606 12.90935
C 16.19032 -8.11771 6.30500
C 9.48411 -9.72884 14.31333
C 14.60038 -13.78103 9.81725
C 18.19512 -6.14129 11.97058
C 8.62893 -8.39580 10.96855
C 16.04290 -6.62744 6.42432
C 12.28686 -4.09134 13.95543
C 9.24211 -4.41793 11.55059
C 16.90431 -5.66111 11.36831
C 12.97408 -9.35075 14.93333
C 15.89788 -11.97528 11.04742
C 8.43997 -7.59822 6.70615
C 14.47074 -15.27895 9.61808
C 7.62683 -7.19859 5.52272
C 14.68068 -9.79374 7.29846
C 7.95325 -6.71473 3.00162
C 11.76433 -8.68738 14.33175
C 16.49822 -4.17846 9.41744
H 17.01309 -6.20961 6.70623
H 10.83421 -2.71441 13.70427
H 8.29970 -7.31248 2.16474
H 15.36750 -11.36340 10.32393
H 17.52340 -6.05431 9.45487
H 18.31694 -7.22099 11.84703
H 14.89371 -10.39327 6.41704
H 8.33216 -6.96309 7.58071
H 7.79656 -8.66758 3.95732
H 16.60539 -13.69083 9.90360
H 9.48892 -7.66351 6.40070
H 10.66929 -9.27762 12.69149
H 16.93681 -11.65621 11.07198
H 15.45208 -8.15831 8.31726
H 10.01429 -9.13527 9.97026
H 6.92700 -6.36307 3.02372
H 19.09771 -5.69631 11.54082
H 15.25177 -6.35196 7.11844
H 8.40835 -5.11680 11.56634
H 15.93750 -14.02219 11.41020
H 12.69898 -5.01656 13.55598
H 13.41144 -15.50420 9.76190
H 9.09931 -7.84931 4.32129
H 13.65359 -9.75421 14.18633
H 10.08178 -4.74843 10.92906
H 11.47836 -10.45595 13.47810
H 15.04857 -15.89790 10.30167
H 16.74177 -4.06892 8.36538
H 8.62596 -5.90722 3.27687
H 12.57481 -10.16949 15.54520
H 9.52650 -10.00251 15.36408
H 16.60737 -9.25691 8.09328
H 15.93024 -6.32815 9.72801
H 15.45605 -3.91334 9.56576
H 14.57874 -10.41010 8.18856
H 15.39895 -11.91780 12.00830
H 9.13604 -8.70322 14.19631
H 15.88375 -6.17336 5.44552
H 18.25436 -5.91336 13.03136
H 13.77464 -9.22402 7.10355
H 14.66554 -15.55308 8.58008
H 12.02540 -4.27027 14.99215
H 8.84553 -3.49768 11.11676
H 13.42549 -8.69379 15.67111
H 17.14870 -3.60279 10.06853
H 11.49598 -3.09407 12.30216
H 8.15338 -8.60169 7.04003
H 8.88311 -10.42029 13.73117
H 13.07458 -3.35504 13.80865
```

Calculated values
**Relative energy (zero: lowest compared OMol25 entry of this formula, charge and spin)**: 42.9 kcal/mol
**Total charge**: +4
**Lowest unoccupied orbital energy**: -9.77 eV
**Orbital gap**: 5.04 eV
**HOMO energy**: -14.8174 eV

Here are the Mulliken charges for atoms 1 to 4, given in e: 0.966 0.965 -0.395 -0.374



Record 4
# C19H50N2O6

A cluster of 5 separate species, C19H50N2O6 in total in a non-equilibrium geometry (ωB97M-V/def2-TZVPD, the Open Molecules 2025 dataset).

XYZ file:
```
77
Properties=species:S:1:pos:R:3
O 2.54255 2.04563 2.08760
O 1.60210 -2.51473 0.06161
O 2.44922 -4.24383 2.40266
O 0.28243 0.72559 -4.79863
O -2.23775 2.14201 -4.41091
O -1.97051 0.18214 3.55180
N 0.43623 2.30171 4.05529
N -2.28999 1.91748 -1.78465
C 0.59435 -1.57522 -0.02100
C -4.03925 0.31754 -1.64615
C 0.81631 3.41345 3.08640
C 2.75588 -5.25026 4.65293
C 3.73908 -2.96879 4.05456
C -1.20609 0.75005 4.64709
C -3.39747 1.52715 -3.75829
C 2.51523 -3.95543 3.76250
C -0.98430 2.19362 4.35302
C 0.98818 -0.56286 -6.48202
C 0.50490 -1.02164 -1.48862
C -2.92499 0.86987 -2.50523
C -1.43125 -0.92446 -5.48348
C 2.32054 3.27113 2.74111
C -2.57708 3.02441 -5.42665
C 0.86480 -0.42718 1.00031
C -2.49167 -1.10728 3.86897
C 3.75270 1.91640 1.46640
C -0.24801 0.01555 -5.86289
H 1.97691 -5.95460 4.36103
H 0.88882 1.40989 3.91417
H -1.80061 0.60774 5.54953
H -0.96916 -1.53935 -4.71115
H -0.02504 -1.77965 -2.06540
H -3.91196 0.84490 -4.43499
H -3.25264 -1.31099 3.11563
H -0.54921 1.17790 -4.63929
H -1.62995 2.36737 3.49218
H -0.12730 -0.15561 -1.68465
H -3.57686 -0.37699 -0.94478
H -2.36850 -0.57588 -5.04973
H 3.81258 2.53466 0.57071
H 3.50096 -2.04975 3.51905
H 1.77070 -3.05139 -0.71632
H 0.16693 0.40786 0.93886
H -1.80312 -1.94609 3.76700
H -1.24934 2.86219 5.17209
H 2.55779 -5.22391 5.72445
H 0.63652 -0.71595 2.02627
H -1.89347 2.45382 -2.54307
H -0.63481 0.58585 -6.70743
H 1.58463 -3.54775 4.15732
H 0.70846 4.37055 3.59671
H -1.70460 -1.42145 -6.41428
H 3.66211 -5.76466 4.33319
H 2.84011 3.38292 3.69276
H 3.64976 -2.72991 5.11430
H -4.12039 2.27994 -3.44397
H 0.30335 3.63151 2.14969
H 3.92761 0.86424 1.24177
H 1.34474 0.00401 -7.34203
H -3.23906 3.83901 -5.13287
H 0.87401 -1.62050 -6.71965
H 4.55669 2.09788 2.17968
H -4.35718 1.14414 -1.01074
H -2.81711 -1.22199 4.90291
H -0.42388 -1.88344 0.21629
H -4.89982 -0.00299 -2.23333
H 1.49024 -0.93954 -1.94738
H -1.70022 3.49633 -5.86995
H -1.59792 1.66419 -1.09402
H 4.76144 -3.20508 3.75951
H 1.83190 0.06522 0.89851
H 2.62411 -3.44592 1.89833
H -0.28905 0.23609 4.93513
H 2.53458 4.10600 2.07382
H 1.83980 -0.70370 -5.81642
H -3.14741 2.51200 -6.20141
H -2.12233 0.15902 -2.70152
```

Calculated values
**Total charge**: +1
**2S+1**: 2
**Lowest unoccupied orbital energy (spin up / spin down)**: -2.48 / -7.88 eV
**Orbital gap (spin up / spin down)**: 8.63 / 3.23 eV
**<S²>**: 0.75
**HOMO energy (spin up / spin down)**: -11.1073 / -11.1072 eV

Here are the Mulliken charges for atoms 1 to 4, given in e: -0.194 -0.455 -0.549 -0.582



Record 5
# C19H52BIN6O2P2

A cluster of 3 separate species, C19H52BIN6O2P2 in total in a non-equilibrium geometry (ωB97M-V/def2-TZVPD, the Open Molecules 2025 dataset).

XYZ file:
```
83
Properties=species:S:1:pos:R:3
I 4.44850 5.30854 5.51701
P 2.01194 -4.98198 -1.43444
P -2.96126 0.62422 -0.33005
O -3.05970 1.57523 0.85619
O 1.16724 -3.95911 -0.69899
N 3.51696 -4.18409 -1.40336
N 2.73194 -6.46988 -1.94969
N -2.54086 -0.27205 -1.75436
N -4.56310 0.83314 -0.90055
N 1.18691 -4.87287 -2.95765
N -2.77114 -0.81694 0.61964
C -1.28133 4.39299 2.43596
C 4.05892 -3.78027 -0.11469
C -0.04540 5.32520 2.59269
C 3.98135 5.38966 3.40284
C -0.91715 6.79181 4.54987
C -4.99559 2.17198 -1.26660
C -0.26523 -4.86725 -2.82675
C -1.90592 -1.58451 -1.79322
C 3.27825 6.67814 2.98008
C 2.16704 7.16940 3.96635
C -3.91434 -1.55152 1.11752
C 1.59880 -3.92592 -3.97297
C -5.56526 -0.17469 -1.14617
C -1.76612 -0.68985 1.67057
C 3.62206 -7.14984 -1.00726
C -2.50372 0.45437 -3.02318
C -0.37733 6.74215 3.09832
C 4.39828 -3.90094 -2.51046
C 2.30976 -7.29206 -3.07757
B 0.95387 7.60277 3.03442
H -0.58881 -5.57432 -2.06076
H -4.98868 2.29946 -2.35812
H 4.89998 5.26608 2.82991
H 4.45207 -4.72992 -3.22348
H -2.64096 -2.37292 -1.61892
H -1.11204 7.18110 2.41506
H -1.06731 3.47926 2.99214
H 1.62085 -2.89097 -3.60158
H 3.52388 -6.73657 -0.00354
H -2.51939 1.53222 -2.86176
H -5.14646 -1.07727 -1.60254
H -6.00485 2.38115 -0.90036
H 2.57888 -4.17988 -4.38148
H 3.28506 -3.76896 0.65253
H -0.89750 -0.13450 1.31143
H -2.00796 6.79309 4.57392
H -6.32114 0.18556 -1.84867
H 4.48497 -2.77424 -0.15763
H 1.22904 -7.38976 -3.14411
H 0.91615 -3.96774 -4.82473
H 0.37236 5.44641 1.58250
H 3.40487 -8.21591 -0.92821
H 2.70386 -8.30780 -2.98812
H 1.09423 8.52883 2.29383
H -1.41345 -1.68020 1.97009
H -4.59305 -0.92420 1.71322
H 0.74868 4.83515 3.16310
H 4.66582 -7.03192 -1.31754
H 5.42288 -3.74286 -2.16641
H 1.82166 6.36597 4.61772
H 2.78943 6.47189 2.01674
H -3.37452 0.19447 -3.63512
H -4.33662 2.92901 -0.84162
H -0.52930 6.00110 5.19374
H -3.58159 -2.38281 1.74283
H 3.97346 7.50108 2.81912
H -1.45823 -1.78303 -2.77095
H 3.39215 4.49955 3.19164
H -4.47610 -2.01466 0.30498
H -0.73269 -5.17739 -3.76578
H -0.64644 -3.87795 -2.55498
H -1.09898 -1.68023 -1.07061
H -1.36169 4.07696 1.39543
H -2.21795 4.85787 2.73690
H -2.15533 -0.17240 2.55512
H 4.09421 -2.99460 -3.04333
H -1.60195 0.23780 -3.59797
H 4.84261 -4.47620 0.21322
H -6.08815 -0.45311 -0.22606
H 2.56077 8.00256 4.55163
H -0.60556 7.74373 4.99940
H 2.69045 -6.88380 -4.01529
```

Calculated values
**Total charge**: 0
**Lowest unoccupied orbital energy**: 0.19 eV
**Orbital gap**: 8.07 eV
**HOMO energy**: -7.8758 eV

Here are the Mulliken charges for atoms 1 to 4, given in e: -0.004 0.969 0.998 -0.871



Question: What is the total charge in the second record?
Answer: -1